C12H18Cl2F2O4S2 in the gas phase at a distorted geometry, computed with the ωB97M-V functional and the def2-TZVPD basis.

Summary:
Max |F|: 1.14 eV/Å
Total charge: 0
Frontier orbital gap: 0.3441 Ha
Total energy: -2685.488304 hartree

Geometry (Å):
C (3.737, -1.577, 0.469)
C (3.844, -0.504, 1.546)
S (2.872, 1.020, 1.333)
C (2.237, 0.951, -0.355)
C (0.838, 0.279, -0.475)
F (0.731, -0.731, 0.456)
C (-0.298, 1.326, -0.266)
C (-0.730, 1.425, 1.226)
Cl (-0.949, 3.201, 1.505)
C (-1.983, 0.675, 1.707)
C (-2.656, 1.302, 2.933)
Cl (-1.519, -0.987, 2.180)
C (-1.428, 1.263, -1.296)
C (-1.662, -0.054, -2.004)
C (-2.054, -1.259, -1.153)
C (-2.486, -2.472, -1.932)
O (-3.236, -3.282, -1.536)
F (-1.966, -2.577, -3.144)
O (-0.514, -0.312, -2.848)
S (0.863, -0.609, -2.114)
O (0.923, -2.002, -1.794)
O (1.876, -0.039, -2.939)
H (3.940, -1.217, -0.534)
H (2.782, -2.092, 0.511)
H (4.499, -2.328, 0.683)
H (4.889, -0.251, 1.705)
H (3.492, -0.939, 2.480)
H (2.960, 0.428, -0.966)
H (2.194, 1.974, -0.709)
H (0.195, 2.272, -0.449)
H (0.086, 1.140, 1.881)
H (-2.741, 0.621, 0.933)
H (-3.299, 2.129, 2.648)
H (-3.296, 0.545, 3.383)
H (-1.928, 1.592, 3.684)
H (-2.378, 1.622, -0.899)
H (-1.171, 1.964, -2.090)
H (-2.480, 0.118, -2.703)
H (-2.930, -1.015, -0.559)
H (-1.255, -1.600, -0.498)

natural (NBO) atomic charge list, values in e, 2 entries: -0.62 -0.52